Record 1
The following is a DFT calculation (ωB97M-V/def2-TZVPD) of a 3-piece molecular cluster, C16H35ClN5O11P2S overall at a distorted geometry.

ORCA input file:
```
! RIJCOSX wB97M-V def2-TZVPD def2/J DEFGRID3
* xyz 1 1
C 5.50 -3.01 4.68
C 4.92 -3.10 3.64
C 3.96 -3.45 2.64
C 2.61 -3.28 2.81
Cl 1.88 -2.64 4.20
N 2.01 -3.77 1.65
C 0.57 -3.87 1.32
C -0.12 -2.51 1.01
N -1.42 -2.85 0.36
N -0.47 -1.74 2.19
N 0.61 -1.73 0.02
C 2.99 -4.20 0.88
N 4.20 -4.03 1.41
C 5.46 -4.44 0.81
C 6.62 -3.47 1.09
C 7.88 -3.85 0.26
S 9.12 -2.57 0.53
O 8.70 -1.43 -0.21
O 10.44 -3.03 0.23
O 9.00 -2.19 2.08
H 6.08 -3.03 5.58
H 0.49 -4.59 0.50
H 0.06 -4.33 2.18
H -1.17 -3.39 -0.47
H -1.87 -3.54 0.97
H 0.14 -0.95 2.32
H -0.53 -2.32 3.01
H -0.04 -1.52 -0.73
H 0.86 -0.82 0.39
H 2.91 -4.66 -0.10
H 5.40 -4.61 -0.27
H 5.74 -5.41 1.25
H 6.38 -2.43 0.88
H 6.92 -3.58 2.13
H 8.29 -4.81 0.60
H 7.65 -3.88 -0.80
H 9.82 -2.46 2.53
C -2.62 0.22 0.99
O -2.55 1.55 0.50
P -2.92 2.93 1.40
O -3.16 2.23 2.72
O -4.25 3.13 0.50
C -5.26 2.12 0.49
O -3.13 4.47 2.02
C -4.40 4.81 2.56
H -1.67 -0.26 0.82
H -2.88 0.13 2.04
H -3.38 -0.30 0.40
H -5.30 1.59 1.44
H -5.09 1.42 -0.32
H -6.22 2.62 0.32
H -4.79 4.00 3.19
H -5.11 5.04 1.77
H -4.26 5.69 3.18
C -3.44 2.78 -2.62
O -4.70 3.22 -3.11
P -4.96 3.73 -4.67
O -3.63 3.46 -5.30
O -5.19 5.25 -4.18
C -4.09 5.98 -3.65
O -5.88 3.97 -6.02
C -5.55 5.07 -6.86
H -3.56 1.79 -2.19
H -2.65 2.74 -3.37
H -3.14 3.47 -1.83
H -3.14 5.66 -4.08
H -4.05 5.87 -2.56
H -4.24 7.03 -3.88
H -4.47 5.15 -7.01
H -5.93 6.00 -6.44
H -6.03 4.90 -7.82
*
```

Properties
LUMO level	-0.13866	Ha
calculated total energy	-3272.7690	Ha
highest occupied orbital energy	-11.2	eV

Record 2
The following is a DFT calculation (ωB97M-V/def2-TZVPD) of C40H37Br2IrN9OPS3 as an isolated structure at a distorted geometry.

ORCA input file:
```
! RIJCOSX wB97M-V def2-TZVPD def2/J DEFGRID3
* xyz 2 1
Ir -0.51 0.72 0.00
C 3.22 -0.15 2.81
N 2.23 0.75 3.39
C 2.72 1.55 4.53
C 1.19 1.15 2.63
N 1.15 1.03 1.33
N 0.12 1.66 3.34
C -1.12 2.00 2.84
N -1.97 2.49 3.76
N -1.40 1.84 1.60
H 3.72 -0.67 3.62
H 3.98 0.37 2.22
H 2.72 -0.90 2.20
H 3.29 0.90 5.19
H 1.91 1.99 5.11
H 3.37 2.36 4.19
H 2.03 0.73 0.96
H 0.21 1.64 4.33
H -1.69 2.73 4.69
H -2.90 2.76 3.48
H -2.33 2.17 1.36
Br 4.31 0.27 -4.70
C 2.93 0.51 -3.46
C 3.03 1.48 -2.48
C 2.00 1.60 -1.57
N 0.91 0.82 -1.62
C 0.79 -0.08 -2.60
C 1.80 -0.28 -3.53
C -0.49 -0.80 -2.61
C -0.90 -1.64 -3.62
C -2.17 -2.20 -3.55
Br -2.74 -3.39 -4.87
C -3.00 -1.89 -2.49
C -2.50 -1.06 -1.50
N -1.28 -0.53 -1.56
H 3.89 2.14 -2.42
H 2.03 2.34 -0.78
H 1.71 -1.03 -4.30
H -0.26 -1.86 -4.47
H -4.00 -2.29 -2.42
H -3.10 -0.80 -0.64
S -2.90 4.52 -6.25
C -2.64 4.21 -4.67
S -3.13 2.69 -3.99
C -2.43 3.15 -2.45
N -1.87 4.34 -2.49
N -1.99 4.95 -3.66
C -1.49 6.32 -3.72
C -1.72 7.15 -4.80
C -1.25 8.46 -4.78
C -0.56 8.94 -3.68
C -0.33 8.11 -2.60
C -0.79 6.80 -2.61
S -2.52 2.16 -1.09
H -2.27 6.81 -5.66
H -1.44 9.10 -5.63
H -0.22 9.97 -3.66
H 0.21 8.47 -1.74
H -0.61 6.15 -1.77
O -0.83 -1.37 1.12
P -0.29 -2.75 1.39
C 0.36 -2.82 3.07
C 0.06 -1.77 3.93
C 0.56 -1.77 5.23
C 1.37 -2.82 5.65
C 1.67 -3.87 4.79
C 1.16 -3.87 3.50
C -1.54 -4.02 1.22
C -1.92 -4.42 -0.07
C -2.93 -5.34 -0.24
C -3.56 -5.89 0.87
C -3.18 -5.52 2.15
C -2.17 -4.57 2.33
C 1.06 -3.22 0.30
C 1.93 -2.21 -0.13
C 3.03 -2.51 -0.92
C 3.25 -3.82 -1.32
C 2.38 -4.83 -0.92
C 1.30 -4.54 -0.10
H -0.59 -0.97 3.58
H 0.31 -0.97 5.92
H 1.77 -2.82 6.66
H 2.29 -4.69 5.13
H 1.39 -4.69 2.83
H -1.40 -4.01 -0.93
H -3.23 -5.65 -1.24
H -4.35 -6.62 0.74
H -3.66 -5.96 3.02
H -1.89 -4.26 3.33
H 1.71 -1.19 0.16
H 3.71 -1.72 -1.21
H 4.10 -4.06 -1.95
H 2.54 -5.85 -1.25
H 0.64 -5.33 0.23
*
```

Properties
LUMO level (alpha / beta)	-0.22245 / -0.23310	Ha
calculated total energy	-8902.3721	Ha
highest occupied orbital energy (alpha / beta)	-11.4 / -11.4	eV
energy relative to the best compared isomer or geometry (same formula, charge and spin)	107.6	kJ/mol

Record 3
The following is a DFT calculation (ωB97M-V/def2-TZVPD) of a 2-piece molecular cluster, C5H15NOS overall at a distorted geometry.

ORCA input file:
```
! RIJCOSX wB97M-V def2-TZVPD def2/J DEFGRID3
* xyz 0 1
C 1.46 -2.31 -0.63
C 1.52 -0.80 -0.56
N 0.24 -0.14 -0.70
C -0.08 0.97 0.15
C 0.57 2.32 -0.32
C -1.58 1.15 0.28
S -2.14 1.96 1.78
H 0.78 -2.73 0.11
H 1.05 -2.64 -1.59
H 2.48 -2.70 -0.54
H 2.24 -0.45 -1.33
H 1.93 -0.50 0.39
H -0.27 -0.24 -1.57
H 0.34 0.72 1.13
H 1.06 2.14 -1.28
H -0.17 3.12 -0.39
H 1.36 2.61 0.38
H -1.96 1.74 -0.56
H -2.11 0.20 0.16
H -1.91 0.94 2.61
O -1.80 -2.14 0.79
H -1.33 -1.63 0.11
H -1.68 -1.59 1.58
*
```

Properties
LUMO level	0.02708	Ha
SMILES	CCN[C@@H](C)CS.O
calculated total energy	-727.6640	Ha
highest occupied orbital energy	-8.7	eV
energy relative to the best compared isomer or geometry (same formula, charge and spin)	56.9	kJ/mol

Record 4
The following is a DFT calculation (ωB97M-V/def2-TZVPD) of C16H23N6O3RuS as an isolated structure at a distorted geometry.

ORCA input file:
```
! RIJCOSX wB97M-V def2-TZVPD def2/J DEFGRID3
* xyz 0 6
Ru -0.56 1.15 -0.36
C -4.70 -0.16 -0.69
C -3.23 -0.39 -0.44
O -2.58 0.68 -0.14
C -2.72 -1.62 -0.48
C -1.38 -2.06 -0.13
C -1.08 -3.50 -0.19
N -0.50 -1.14 0.15
N 0.78 -1.55 0.52
C 1.55 -0.54 0.84
O 1.19 0.72 0.82
C 2.94 -0.85 1.29
C 3.62 0.16 1.90
C 4.87 -0.06 2.44
C 5.43 -1.31 2.36
C 4.78 -2.32 1.66
C 3.51 -2.12 1.13
H -5.14 0.23 0.21
H -5.28 -1.03 -1.00
H -4.83 0.58 -1.48
H -3.40 -2.37 -0.78
H -1.84 -4.00 -0.74
H -1.16 -3.91 0.86
H -0.07 -3.67 -0.58
H 3.22 1.17 2.01
H 5.31 0.69 3.09
H 6.40 -1.51 2.77
H 5.23 -3.31 1.59
H 3.02 -2.98 0.73
N -0.95 1.84 1.88
N -2.10 2.53 2.16
C -2.69 3.29 1.15
N -3.99 3.57 1.38
S -1.91 3.88 -0.19
H -1.09 0.87 2.14
H -0.15 2.24 2.38
H -2.61 2.33 2.99
H -4.55 2.96 1.93
H -4.45 3.98 0.55
N 0.98 -0.58 -4.39
C 0.61 -0.06 -3.22
O -0.46 -0.38 -2.69
C 1.51 0.95 -2.55
C 0.66 2.06 -1.97
H 0.41 -1.28 -4.81
H 1.77 -0.27 -4.86
H 2.25 1.26 -3.31
H 1.98 0.42 -1.73
H 0.08 2.58 -2.69
H 1.30 2.83 -1.52
*
```

Properties
LUMO level (alpha / beta)	0.01486 / -0.01053	Ha
calculated total energy	-1670.7166	Ha
highest occupied orbital energy (alpha / beta)	-6.5 / -7.0	eV
energy relative to the best compared isomer or geometry (same formula, charge and spin)	0.0	kJ/mol

Record 5
The following is a DFT calculation (ωB97M-V/def2-TZVPD) of one molecule with the formula C4H7NO2 at a distorted geometry.

ORCA input file:
```
! RIJCOSX wB97M-V def2-TZVPD def2/J DEFGRID3
* xyz 0 1
N -1.10 0.72 -2.23
C -1.12 0.29 -0.90
O -2.13 0.32 -0.25
C 0.18 -0.32 -0.32
C 0.11 -0.12 1.21
C 1.42 -0.53 1.84
O 1.60 -1.69 2.15
H -0.42 0.37 -2.89
H -1.35 1.70 -2.24
H 0.33 -1.35 -0.65
H 0.96 0.35 -0.67
H -0.18 0.90 1.49
H -0.62 -0.76 1.70
H 2.31 0.13 1.77
*
```

Properties
LUMO level	0.02350	Ha
SMILES	NC(=O)CCC=O
calculated total energy	-361.8342	Ha
highest occupied orbital energy	-9.9	eV
energy relative to the best compared isomer or geometry (same formula, charge and spin)	122.6	kJ/mol

Record 6
The following is a DFT calculation (ωB97M-V/def2-TZVPD) of C13H12BN4O2PdS as an isolated structure.

ORCA input file:
```
! RIJCOSX wB97M-V def2-TZVPD def2/J DEFGRID3
* xyz 1 5
Pd -0.03 -0.20 -0.03
O -1.16 -0.81 -4.02
C -0.87 -1.18 -2.91
O -0.57 -0.32 -1.97
C -0.87 -2.67 -2.61
C -1.21 -3.46 -3.68
C -1.27 -4.85 -3.59
C -0.97 -5.50 -2.40
C -0.63 -4.75 -1.30
C -0.57 -3.32 -1.37
S -0.13 -2.60 0.10
H -1.44 -2.96 -4.61
H -1.54 -5.43 -4.47
H -1.01 -6.58 -2.33
H -0.39 -5.22 -0.36
B 0.74 2.68 2.13
N 0.82 1.31 2.70
C 1.17 1.09 4.01
C 1.15 -0.26 4.23
C 0.77 -0.81 3.00
N 0.58 0.13 2.09
N 0.37 2.92 0.74
C 0.29 4.17 0.17
C -0.08 4.03 -1.13
C -0.22 2.63 -1.31
N 0.05 1.99 -0.19
H 0.09 3.44 2.88
H 1.77 3.34 2.41
H 1.40 1.91 4.66
H 1.38 -0.78 5.15
H 0.64 -1.85 2.74
H 0.50 5.05 0.75
H -0.24 4.80 -1.86
H -0.50 2.06 -2.19
*
```

Properties
LUMO level (alpha / beta)	-0.09359 / -0.24896	Ha
calculated total energy	-1422.6802	Ha
highest occupied orbital energy (alpha / beta)	-11.6 / -12.7	eV

Record 7
The following is a DFT calculation (ωB97M-V/def2-TZVPD) of C35H39Br3N10O3PYb as an isolated structure at a distorted geometry.

ORCA input file:
```
! RIJCOSX wB97M-V def2-TZVPD def2/J DEFGRID3
* xyz 2 2
Yb 0.89 0.04 -0.13
O 2.17 3.67 1.54
C 2.17 2.64 0.91
N 1.85 1.37 1.34
C 1.50 1.15 2.66
O 1.27 1.96 3.53
C 1.43 -0.33 3.00
C 1.60 -0.70 4.32
C 1.57 -2.04 4.65
C 1.37 -2.97 3.64
C 1.19 -2.51 2.35
N 1.22 -1.22 2.01
C 2.65 2.65 -0.53
C 3.41 3.72 -0.96
C 3.90 3.72 -2.26
C 3.61 2.63 -3.07
C 2.83 1.61 -2.56
N 2.35 1.60 -1.32
H 1.74 0.08 5.07
H 1.72 -2.36 5.67
H 1.34 -4.03 3.85
H 1.01 -3.21 1.53
H 3.60 4.53 -0.27
H 4.51 4.53 -2.62
H 3.97 2.58 -4.09
H 2.57 0.76 -3.18
C -0.90 3.35 1.55
C -1.24 3.16 0.11
C -2.07 4.13 -0.49
C -2.35 4.08 -1.82
C -1.80 3.04 -2.60
C -1.95 2.95 -4.00
Br -2.97 4.25 -4.94
C -1.33 1.97 -4.72
C -0.63 0.99 -4.02
Br 0.34 -0.34 -5.00
C -0.52 0.93 -2.63
O 0.01 -0.10 -2.02
C -1.04 2.06 -1.91
N -0.75 2.13 -0.57
H -1.81 3.57 2.12
H -0.24 4.21 1.66
H -0.39 2.50 1.97
H -2.47 4.92 0.13
H -2.98 4.82 -2.29
H -1.39 1.94 -5.80
Br 5.73 -2.86 -3.00
C 5.13 -2.06 -1.40
C 5.95 -1.96 -0.28
C 5.43 -1.33 0.84
C 4.13 -0.86 0.81
N 3.33 -0.97 -0.26
C 3.84 -1.55 -1.34
H 6.95 -2.35 -0.30
H 6.03 -1.21 1.73
H 3.72 -0.35 1.67
H 3.21 -1.61 -2.22
N -1.88 -2.73 -3.41
C -1.67 -2.86 -1.93
C -0.36 -3.56 -1.57
N 0.75 -2.62 -1.33
H -2.82 -2.39 -3.62
H -1.76 -3.62 -3.89
H -1.22 -2.04 -3.83
H -2.52 -3.42 -1.54
H -1.66 -1.85 -1.52
H -0.12 -4.31 -2.33
H -0.54 -4.10 -0.65
H 1.03 -2.19 -2.20
H 1.54 -3.16 -0.99
C -3.49 -1.62 3.41
N -3.53 -2.31 2.11
C -4.59 -1.71 1.31
N -4.43 -0.27 1.12
C -4.36 0.37 2.43
N -3.30 -0.18 3.27
C -1.98 0.15 2.77
P -1.66 -0.53 1.04
C -2.25 -2.27 1.44
C -3.29 0.05 0.29
H -2.67 -2.03 4.01
H -4.43 -1.80 3.92
H -5.54 -1.88 1.82
H -4.63 -2.21 0.34
H -5.31 0.22 2.94
H -4.19 1.44 2.30
H -1.22 -0.26 3.45
H -1.87 1.23 2.77
H -1.50 -2.76 2.07
H -2.33 -2.84 0.51
H -3.41 -0.43 -0.69
H -3.24 1.13 0.13
*
```

Properties
LUMO level (alpha / beta)	-0.18856 / -0.18856	Ha
calculated total energy	-11352.2292	Ha
highest occupied orbital energy (alpha / beta)	-12.7 / -12.7	eV
energy relative to the best compared isomer or geometry (same formula, charge and spin)	58.7	kJ/mol

Record 8
The following is a DFT calculation (ωB97M-V/def2-TZVPD) of C41H42ClN4O4PPd as an isolated structure at a distorted geometry.

ORCA input file:
```
! RIJCOSX wB97M-V def2-TZVPD def2/J DEFGRID3
* xyz -2 1
Pd -0.45 -0.21 -0.46
Cl 3.07 -0.03 0.66
C 3.67 -1.59 0.18
C 5.04 -1.73 0.10
C 5.62 -2.92 -0.32
C 4.76 -3.99 -0.67
C 3.39 -3.85 -0.59
C 2.74 -2.66 -0.16
P 0.91 -2.42 -0.04
C 0.42 -4.19 -0.17
C 0.46 -4.76 -1.45
C 0.04 -6.07 -1.68
C -0.47 -6.83 -0.64
C -0.59 -6.25 0.61
C -0.18 -4.95 0.84
C 0.76 -2.19 1.81
C 1.51 -2.97 2.69
C 1.42 -2.79 4.06
C 0.58 -1.80 4.58
C -0.15 -1.00 3.71
C -0.06 -1.19 2.34
H 5.66 -0.88 0.37
H 6.70 -3.04 -0.37
H 5.18 -4.93 -1.00
H 2.79 -4.71 -0.85
H 0.82 -4.16 -2.27
H 0.11 -6.49 -2.68
H -0.81 -7.85 -0.82
H -1.03 -6.82 1.43
H -0.31 -4.51 1.82
H 2.18 -3.72 2.28
H 2.00 -3.41 4.73
H 0.52 -1.65 5.65
H -0.81 -0.23 4.10
H -0.61 -0.55 1.65
O -2.91 1.98 2.89
C -2.98 2.19 1.68
N -3.86 3.17 1.16
C -3.93 3.03 -0.27
C -2.69 2.09 -0.50
O -2.23 1.92 -1.62
N -2.27 1.59 0.68
C -5.21 2.35 -0.75
C -6.44 2.93 -0.41
C -7.63 2.36 -0.84
C -7.61 1.21 -1.62
C -6.40 0.64 -1.96
C -5.20 1.20 -1.53
C -3.73 4.35 -1.01
C -3.55 5.54 -0.33
C -3.42 6.74 -1.03
C -3.46 6.76 -2.41
C -3.61 5.56 -3.10
C -3.75 4.37 -2.41
H -4.70 3.35 1.69
H -6.46 3.84 0.18
H -8.57 2.82 -0.57
H -8.54 0.77 -1.96
H -6.36 -0.26 -2.56
H -4.26 0.72 -1.78
H -3.51 5.52 0.75
H -3.29 7.67 -0.48
H -3.37 7.70 -2.95
H -3.63 5.56 -4.18
H -3.85 3.43 -2.94
C -0.21 4.66 1.29
C 1.11 4.48 0.54
N 0.97 3.98 -0.81
C 0.97 4.95 -1.89
C -0.29 5.80 -1.96
C 0.74 2.64 -1.01
C 0.72 2.13 -2.43
N 0.58 1.80 -0.06
H -0.02 4.85 2.35
H -0.83 3.76 1.21
H -0.78 5.49 0.89
H 1.76 3.79 1.09
H 1.64 5.43 0.48
H 1.09 4.42 -2.83
H 1.84 5.61 -1.77
H -1.18 5.17 -1.99
H -0.27 6.42 -2.87
H -0.37 6.47 -1.10
H -0.16 2.52 -2.96
H 0.61 1.05 -2.38
H 1.63 2.40 -2.97
H 0.57 2.17 0.88
C -3.16 -3.50 -0.24
O -2.08 -2.60 -0.02
C -1.98 -1.47 -0.87
O -2.88 -1.34 -1.69
H -2.80 -4.51 -0.02
H -3.49 -3.44 -1.28
H -4.00 -3.25 0.41
*
```

Properties
LUMO level (alpha / beta)	0.15874 / 0.15874	Ha
calculated total energy	-3036.9987	Ha
highest occupied orbital energy (alpha / beta)	1.4 / 1.3	eV
energy relative to the best compared isomer or geometry (same formula, charge and spin)	196.3	kJ/mol

- Which of these has the lowest calculated total energy?
  C35H39Br3N10O3PYb

- The highest calculated total energy belongs to which entry?
  C4H7NO2